Formula: C69H177F5N27O24P9
Source: the OMol25 dataset
Level of theory: the ωB97M-V functional and the def2-TZVPD basis

Positions of all 311 atoms, in Å:
C (0.85828, -7.74710, 3.85483)
H (-0.66677, 0.81301, -7.20528)
H (-4.94061, -5.30842, -2.19876)
F (2.28630, 2.82100, 0.61529)
N (-2.26825, 1.90490, -5.03683)
H (1.67665, 4.20074, -6.75526)
O (-0.21579, 0.23333, 9.85116)
C (-4.13525, -4.63913, 0.72370)
H (-3.82149, 2.15419, -3.65299)
C (-4.98248, -3.37589, -7.62419)
C (-2.13079, -1.18295, 7.42464)
H (3.76249, 1.69959, 4.84357)
H (-6.47428, 4.69667, 0.84625)
H (-6.37581, -5.81875, -1.29080)
H (4.75690, -5.03319, 5.72211)
C (4.04149, -7.26469, 4.69892)
H (6.40000, 2.70750, -5.16472)
H (2.78393, 1.94137, 7.51403)
C (0.57822, 2.05819, 6.24020)
P (-2.95779, -6.73416, -0.53164)
H (-5.93738, 2.03408, 3.21443)
N (-6.15158, 6.75267, -1.01614)
N (-3.72566, 0.32540, 1.56854)
C (1.19044, -7.67191, 1.47317)
C (-0.08030, 0.16723, -6.55175)
C (2.11287, 1.53406, 0.28984)
H (6.28688, 7.75441, -4.77567)
C (1.93715, 4.00956, 3.55731)
H (2.21918, 0.29302, 3.26804)
H (6.03751, 3.45396, 1.53933)
H (-2.03227, 3.15434, 6.72251)
H (-1.36869, -4.37629, 0.98490)
C (-3.39394, 7.21157, -2.75394)
C (7.07820, 5.94154, 2.17132)
O (1.61474, -0.11755, -1.16425)
H (-2.19613, 0.91721, 0.32562)
P (5.27259, 0.21686, 2.32041)
C (0.56094, 0.06115, -0.43963)
O (-4.96820, -4.83559, -4.72226)
N (4.32035, 0.02330, 3.72506)
H (-1.05917, -8.63110, -2.68203)
H (-7.45086, -4.59117, -4.23791)
O (6.27213, 5.46690, 1.29836)
C (-2.47011, 2.23267, 7.10581)
C (3.70376, 6.56619, -1.57065)
C (2.89069, -0.51149, 3.56792)
H (0.35485, 3.11764, 6.36571)
N (1.45996, -7.03684, 2.73551)
H (-7.50299, -3.15809, -3.14901)
C (-6.06946, 1.18740, 3.88807)
N (6.87357, 0.23860, 3.02630)
H (-2.99074, 6.13935, 2.08547)
C (5.76771, -2.68843, 2.09670)
H (5.65262, -2.24442, -0.39800)
H (-6.01846, 4.71305, -1.51626)
H (-7.96546, -1.49299, -6.10162)
O (7.83200, 6.85680, 2.07817)
H (-2.32286, 1.44057, 6.37165)
P (-5.00661, -3.36397, -4.86188)
H (-4.49960, -3.68082, 0.35359)
F (4.31532, 4.50878, 1.47180)
N (-1.95026, -6.88704, -1.93445)
H (-1.29640, 4.84534, -5.07335)
H (6.40930, 8.12801, -3.00515)
C (1.08434, -4.08557, 3.86951)
P (2.74569, -5.96199, 2.73875)
H (-5.02809, -5.25959, 0.64649)
H (3.24662, -8.00779, 4.76287)
H (-0.26411, 1.52847, 5.79525)
H (-2.54536, -1.40775, -3.45588)
N (5.95613, 6.17571, -3.46751)
C (-0.73302, -0.19752, 3.19883)
O (5.07528, -2.59022, -4.79765)
H (4.27833, 2.96027, -2.13536)
O (3.78264, -6.24575, 1.69138)
H (2.39466, -4.01407, 0.83481)
O (0.76568, 1.12684, 0.40419)
H (-0.84252, 4.82081, -6.75392)
C (1.46398, 3.30180, -6.17666)
H (4.99461, -4.56480, 4.06974)
H (1.44562, -2.73374, 1.57265)
N (0.06938, 3.28933, -5.70615)
N (3.41322, -6.05055, 4.32515)
H (5.64870, 3.81853, -6.11268)
N (4.93341, 3.63689, -4.11649)
H (3.48134, 0.82612, -1.40046)
H (-4.16793, 4.49723, -2.16379)
H (-2.24683, -2.06716, 6.79790)
C (-6.59751, 5.59333, -1.79540)
P (-4.60069, 6.83238, -0.28606)
H (-3.83023, -4.62492, 1.77005)
C (-7.01131, -1.51079, -5.57495)
H (-0.17850, -0.38164, -3.40003)
H (0.73120, -4.33512, 1.02978)
H (-1.23868, 3.59849, 9.25426)
H (-4.02684, -0.97025, 5.48584)
H (-1.75065, -6.63088, -4.00328)
H (-4.94763, -8.95703, -1.78339)
H (7.63531, 0.73757, 1.20763)
H (4.84550, -7.54445, 4.01818)
H (-5.11352, -1.24653, 2.03394)
H (1.80057, 2.42035, -6.72242)
H (-2.62677, -2.06247, 2.23910)
O (6.83146, 5.37144, 3.37554)
C (4.82204, -1.88128, -7.04017)
C (-0.46752, 4.63146, -5.74812)
H (0.72601, -3.05884, 3.79519)
H (-3.87221, 1.22765, -0.41087)
H (4.58455, 1.64962, -3.27030)
H (-1.95979, -5.07833, -3.18224)
C (2.50393, -5.36176, -2.36398)
H (-2.72771, -2.90029, -2.38697)
C (7.95122, 0.88297, 2.24066)
N (-6.61244, -2.82942, -4.98313)
C (4.93762, 2.62520, -2.93609)
C (2.07249, 4.91884, -2.55200)
C (1.56122, -3.81570, 1.50870)
H (-1.52176, 2.27862, 10.38981)
C (0.54504, -0.34109, -4.21424)
H (-2.25838, -2.64740, -6.57779)
H (-6.06924, 5.88392, 2.02922)
H (-6.36947, -1.35041, -6.44122)
C (4.23541, -4.90617, 4.77342)
H (1.47550, -8.60456, 4.12298)
H (-5.14746, -2.62544, -8.39730)
H (-3.12706, -1.37471, -7.40210)
H (-2.92173, -0.48128, 7.15970)
H (0.38666, -2.29087, 7.45194)
H (-3.98411, 0.70788, -4.57856)
H (-5.92058, -6.59895, -2.76775)
H (0.06794, -7.35703, -2.53627)
C (-2.22896, -6.13432, -3.15903)
P (-3.35190, 0.68467, 3.21211)
H (2.91841, 6.63757, -0.81816)
H (-2.74706, 0.71071, -3.36375)
H (7.75499, 6.34439, -2.43859)
H (-7.64401, 7.89129, -2.15095)
H (-6.24795, 8.65517, -1.92320)
H (1.68823, -8.64108, 1.44133)
H (1.50524, -0.11424, -3.75094)
C (5.88045, 7.57377, -3.78054)
C (3.03952, -3.98393, -2.01089)
H (0.15385, -4.63548, 3.72843)
H (-3.45019, -2.16338, 3.87116)
H (4.43394, -7.13347, 5.70731)
H (-2.87866, 3.17076, 9.65120)
H (-4.16070, -3.96786, -8.02710)
C (4.50725, 0.91052, 4.94740)
H (0.93609, -7.14417, 4.75955)
H (2.13256, 3.83657, -2.66677)
C (-2.86715, -2.44543, -3.36766)
H (-3.54162, 4.45650, 2.35075)
H (-3.23926, 2.25116, 0.76907)
C (-3.34917, 5.22856, 1.60578)
H (2.20013, 3.46832, -5.39024)
C (5.63451, 4.67720, 3.25929)
N (-4.30609, -2.40142, -3.62863)
H (-0.18630, -8.02356, 3.71162)
C (-7.65877, -3.52374, -4.16396)
H (-5.24870, -0.62852, 0.41500)
H (-3.75234, 2.32970, -6.48360)
N (-4.37693, -2.81734, -6.36693)
C (-5.11001, -8.36482, -0.88283)
H (-2.80671, 4.43072, -0.99850)
H (3.61049, -3.86169, -1.09049)
H (0.69642, 4.95626, 1.12151)
H (4.84046, 7.89935, -3.80348)
C (-3.23772, 1.20156, 0.47504)
H (8.94000, 0.48668, 2.47166)
H (4.81102, 2.29362, -5.76007)
H (4.68001, 6.40695, -1.11275)
O (1.91477, -3.15475, -1.94092)
H (-3.45717, 8.21028, -2.32187)
H (5.05468, -0.67565, -0.60918)
H (-2.50969, 4.81199, 1.04916)
H (-4.23167, 7.03117, -3.42756)
H (3.63251, -3.56974, -2.82631)
C (7.35126, -0.83185, 3.97411)
H (-0.10274, -1.86653, 5.85732)
H (4.78750, 5.30200, 3.54264)
H (-6.34361, 5.81353, -2.83229)
H (-2.89197, 0.76609, -6.66238)
C (-5.03469, -1.83408, -2.48811)
C (0.27233, -1.43580, 6.78570)
N (0.03387, 0.62151, -5.15335)
O (-4.23556, 8.17116, 0.28106)
H (6.63009, -1.22215, 4.69222)
H (5.90350, 2.63741, -2.43108)
C (-0.12129, 3.54639, 2.74411)
F (3.49924, -1.96624, -7.21170)
O (5.49546, -0.53894, -3.84950)
C (-5.67693, 5.00124, 1.52416)
H (-0.98366, -4.92051, -0.58540)
H (5.29315, -1.83730, -8.02212)
C (5.17233, -1.23200, -4.86405)
H (7.18013, 4.65842, -2.66843)
H (-3.52115, 2.48986, 7.23723)
H (-2.25999, -3.11626, -3.97548)
C (2.45033, 1.05839, -1.13370)
H (-3.94898, -1.64330, 0.76403)
H (-5.80094, -0.91493, 5.40126)
O (1.24181, -5.07082, -2.87703)
H (2.84214, -1.18684, 2.71373)
O (2.88449, 3.89312, 4.32573)
C (0.48763, 4.90028, 2.18986)
O (3.90146, 5.91170, -5.22439)
C (5.22408, -3.08076, -6.12196)
O (-2.79519, 2.04172, 3.42474)
H (-0.46350, 2.88461, 1.94848)
H (-4.37786, -1.62844, -1.64289)
H (1.45294, 1.87642, 5.61575)
H (-6.42737, 1.60733, 4.82810)
H (-2.59053, 4.89743, -2.77191)
H (4.70084, -3.99142, -6.41354)
N (3.48252, 5.52198, -2.57277)
O (-2.52412, -7.57816, 0.67912)
H (-5.92420, -2.37148, -2.15937)
H (-7.25191, 8.53763, -0.47737)
N (5.49071, -1.32884, 1.49258)
N (-3.53896, 6.37252, -1.57986)
H (-4.59593, -8.89626, -0.08196)
H (-6.17471, -8.36021, -0.64936)
H (7.90084, -1.66525, 3.53650)
O (4.91931, 1.36907, 1.42136)
H (6.28036, -3.27326, -6.30993)
H (-0.44048, -0.85361, -6.67927)
F (-0.43962, 5.82316, 2.27590)
H (-1.78099, -2.61684, 3.73542)
H (-7.64362, 5.34004, -1.62336)
N (-4.49103, 5.44989, 0.80970)
C (5.56812, 4.38981, 1.84258)
C (-1.88738, 2.75172, 9.47843)
H (1.68777, 5.18355, -1.56710)
H (2.05866, 1.75553, -1.87444)
N (-2.15510, -0.54794, 3.47983)
H (-5.43369, -0.86862, -2.79921)
H (3.69209, 7.49920, -2.13407)
H (-3.05736, -1.28327, -5.72352)
H (0.00818, -0.86167, 3.64339)
O (1.58287, 5.08291, 3.07111)
H (1.41215, -6.93922, 0.69721)
C (5.71318, -1.24943, 0.04294)
F (2.33830, -6.03742, -1.23748)
O (-0.18889, -3.28810, -2.82069)
H (2.22353, 1.31079, 9.08863)
O (-0.30182, -0.76750, -0.37382)
C (-6.90477, 7.99505, -1.35668)
H (-2.10067, 2.27057, -7.07949)
H (-2.37200, -1.59810, 8.40319)
H (-4.90503, 0.37236, 6.26491)
C (2.00730, 2.00459, 8.27623)
H (-1.82392, -3.35540, -0.36177)
C (-3.14714, -2.01876, -6.52295)
H (0.15006, 5.42181, -5.32147)
C (0.90492, -3.84916, -2.50173)
C (6.88958, 5.68174, -2.43073)
C (-1.76031, -4.39242, -0.03218)
N (-1.74501, 1.88741, 8.34282)
N (0.73535, 1.54503, 7.59075)
C (5.39806, 3.10427, -5.32840)
H (1.26216, -0.99246, 6.67716)
H (-6.88191, -0.69527, -4.86341)
H (1.83900, 2.99213, 8.70581)
H (1.66084, -4.15226, 4.79216)
H (-0.46167, 0.75804, 3.64758)
H (-2.35812, 7.15312, -3.08823)
P (-0.47008, 0.73143, 8.46530)
H (-5.55994, 4.20487, 2.25915)
H (2.52598, -0.90455, 4.51691)
P (-0.60897, 2.14924, -4.60549)
H (2.55631, 0.85570, 1.01875)
H (5.53100, 1.26785, 5.05856)
H (0.12186, -7.87302, 1.39709)
H (0.88947, 0.11026, -7.04612)
H (0.71783, -1.35516, -4.57465)
N (1.98094, -4.40579, 2.78390)
O (1.12208, 3.07933, 3.16266)
C (-4.89295, -0.31209, 5.41668)
H (5.40577, -2.71769, 3.12444)
H (-0.43112, -8.18118, -1.09926)
C (-2.79802, 1.81391, -6.37716)
C (-2.53506, -1.94878, 3.31926)
O (5.09737, -0.82339, -6.11374)
H (6.81659, -2.98458, 2.08086)
H (4.36975, 0.30952, 5.84629)
H (6.46326, 5.70673, -1.42787)
N (-4.56074, -7.03433, -1.11610)
N (-0.81474, -0.55698, 7.36181)
H (5.64957, 3.82052, 3.93307)
H (5.21097, -3.42484, 1.51719)
H (-0.81269, 3.59808, 3.58518)
C (-4.53125, -0.83632, 1.20884)
H (-8.65912, -3.16147, -4.40094)
N (-4.81684, 0.45147, 4.16419)
C (-3.24189, 1.34573, -4.09860)
H (1.47022, 5.43810, -3.29749)
H (6.73821, -0.89435, -0.06347)
H (3.05917, -6.10352, -2.93809)
C (-0.80497, -7.78511, -2.04344)
H (-3.29149, -6.19365, -3.39485)
C (-5.51083, -6.17063, -1.85302)
H (3.58799, -4.04516, 4.93962)
H (7.98258, 1.91956, 2.57623)
H (-6.86460, 0.51375, 3.56862)
C (-3.21134, 4.93384, -1.87671)
O (-0.25856, 2.45550, -3.20423)
P (4.51983, 5.32275, -3.99646)
H (-0.49107, -0.06363, 2.14449)
N (-3.05901, -5.08202, -0.17766)
H (-5.85892, -4.00960, -7.48866)
H (8.08201, -0.34268, 4.61817)

**Strongest force on any atom**: 7.7 eV Å⁻¹
**Orbital gap**: 0.2887 hartree
**ΔE to the lowest compared entry with this formula, charge and spin**: 0.000 eV
**Calculated total energy**: -9591.11973 a.u.
**Molar mass**: 2143.10 g mol⁻¹
**Total charge**: 0

Here are the Löwdin charges for atoms 1 to 5, given in e: number 1, C, carries -0.111; number 2, H, carries 0.058; number 3, H, carries 0.045; number 4, F, carries 0.111; number 5, N, carries -0.286